# 1
Below is a molecular structure, C27H39N3SbV, with properties calculated with the ωB97M-V functional and the def2-TZVPD basis.

```
71
C27H39N3SbV | OMol25 | the ωB97M-V functional and the def2-TZVPD basis
V -0.3298 -1.1548 -0.2831
C -0.4483 2.3124 -2.2154
C -0.8419 1.1215 -3.0301
C -1.4401 1.3353 -4.2682
C -1.7987 0.2529 -5.0453
C -1.4954 -1.0141 -4.5834
C -0.8683 -1.1547 -3.3526
N -0.5912 -0.1025 -2.5518
C -0.4625 -2.4746 -2.8625
C -0.2211 -3.5329 -3.7222
C 0.1631 -4.7634 -3.2100
C 0.2283 -4.9100 -1.8388
C -0.0339 -3.8182 -1.0212
N -0.2988 -2.5836 -1.5216
C -0.0939 -3.8939 0.4251
C -0.2024 -5.1198 1.0735
C -0.3470 -5.1527 2.4399
C -0.3659 -3.9442 3.1170
C -0.2521 -2.7488 2.4281
C -0.2676 -1.4869 3.2275
N -0.1299 -2.6978 1.0765
H -1.3119 2.9567 -2.0558
H 0.3008 2.8922 -2.7576
H -0.0379 1.9987 -1.2603
H -1.6312 2.3470 -4.5987
H -2.3033 0.3895 -5.9920
H -1.7590 -1.8845 -5.1650
H -0.3011 -3.3892 -4.7888
H 0.3924 -5.5899 -3.8672
H 0.4906 -5.8635 -1.4066
H -0.2060 -6.0341 0.5009
H -0.4618 -6.0900 2.9663
H -0.4759 -3.9223 4.1915
H -0.3763 -1.7219 4.2841
H -1.0850 -0.8320 2.9292
H 0.6716 -0.9532 3.0892
C 1.7910 3.5019 3.1376
C 1.5487 1.9974 3.1479
C 0.7659 1.6077 4.3987
Sb 0.5923 1.3194 1.2610
C 2.4532 1.5433 0.0820
C 2.7729 2.9112 -0.5078
C 2.5036 0.4304 -0.9634
C -0.8434 2.9973 1.1814
C -2.1594 2.4516 0.6256
C -0.3874 4.2960 0.5294
H 2.3743 3.7759 4.0203
H 0.8513 4.0534 3.1841
H 2.3448 3.8352 2.2608
H 2.5133 1.4835 3.1390
H -0.2377 2.0397 4.3830
H 1.2806 2.0017 5.2791
H 0.6829 0.5308 4.5249
H 3.1984 1.3104 0.8485
H 1.9952 3.2620 -1.1857
H 3.7082 2.8636 -1.0739
H 2.9035 3.6585 0.2729
H 1.8449 0.6244 -1.8106
H 2.2288 -0.5432 -0.5278
H 3.5199 0.3273 -1.3521
H -0.9892 3.1856 2.2486
H -2.0517 2.0365 -0.3776
H -2.9075 3.2481 0.5820
H -2.5540 1.6619 1.2668
H -0.1204 4.1725 -0.5172
H 0.4724 4.7193 1.0466
H -1.1991 5.0282 0.5733
C -2.3817 -1.2668 -0.0415
H -2.7655 -2.2800 -0.1991
H -2.8843 -0.6037 -0.7555
H -2.6735 -0.9539 0.9679
```

Summary:
- Orbital gap (alpha / beta): 6.098 / 6.003 eV
- HOMO (alpha / beta): -0.333 / -0.334 Ha
- Total charge: +1
- DFT total energy: -2400.48709 a.u.
- Multiplicity: 2
- Expectation value of S²: 0.7804

# 2
Below is 3 unconnected molecules or ions with the total composition C27H40F3N2O8PS, with properties calculated with the ωB97M-V functional and the def2-TZVPD basis.

```
82
C27H40F3N2O8PS | OMol25 | the ωB97M-V functional and the def2-TZVPD basis
C 4.4700 -2.5522 2.5826
C 4.4183 -1.4398 1.3346
C 2.8452 -0.9967 0.9783
C 1.8065 -2.1873 0.4289
N 2.4239 -3.5631 0.2697
C 0.2313 -1.9345 0.0445
P -1.0180 -3.2323 -0.5815
C -1.9283 -2.6043 -2.1835
C -3.5088 -3.0280 -1.9889
C -0.2039 -4.8727 -1.1135
C -0.0420 -5.9485 0.1570
C -0.3233 -0.3720 0.2678
C 0.6961 0.8387 0.8100
C 2.3034 0.5678 1.1561
C 3.3557 1.7043 1.6886
C 4.5639 2.0844 0.6491
C 4.1471 2.1002 -0.9351
S 5.1143 0.8715 -2.0036
O 4.1717 -0.1219 -2.7839
O 6.0995 -0.0177 -1.2079
O 6.0783 1.7082 -3.1838
C 0.0289 2.3567 0.9671
O 0.3191 3.2224 1.9399
C -1.1215 2.7227 -0.1908
N -1.2705 4.1322 -0.7275
C -2.0325 1.6242 -0.7090
C -3.1749 1.8757 -1.8898
O -3.2890 0.6294 -2.6779
C -4.1178 0.8119 -3.8796
F -5.5250 1.0357 -3.4468
F -3.6503 1.8709 -4.8082
F -4.0108 -0.4814 -4.6539
C -1.8910 0.0848 -0.0702
O -2.9706 -0.6606 0.1736
H 4.8203 -3.5959 2.1253
H 3.3912 -2.7297 3.0159
H 5.2480 -2.2338 3.4054
H 5.0734 -0.5387 1.7013
H 4.9067 -1.9278 0.3720
H 3.3666 -3.5358 -0.1769
H 2.4323 -4.0091 1.2129
H -1.5465 -3.1731 -3.1545
H -1.7509 -1.4643 -2.3867
H -4.2477 -2.2705 -2.5061
H -3.7553 -4.1248 -2.3723
H -3.7050 -3.0292 -0.8180
H 0.8435 -4.6407 -1.5970
H -0.9094 -5.4432 -1.8894
H -0.1044 -5.4178 1.2036
H 0.9991 -6.5063 -0.0157
H -0.8583 -6.8156 0.0718
H 3.8836 1.2406 2.6538
H 2.8735 2.7094 2.0435
H 4.8911 3.2008 0.9176
H 5.5338 1.4301 0.8879
H 4.4296 3.1754 -1.3701
H 3.0068 1.9587 -1.1559
H 7.0428 1.7376 -2.8787
H -0.9089 4.2329 -1.7012
H -0.8413 4.8118 -0.0616
H -2.7657 2.7940 -2.5308
H -4.2165 2.2465 -1.4438
C -4.4176 6.2943 0.1807
C -3.9319 6.8029 -1.1502
C -4.9615 7.0253 -2.2256
O -2.7395 7.0281 -1.3512
H -3.5651 6.1810 0.8590
H -5.1197 7.0088 0.6178
H -4.8957 5.3198 0.0541
H -5.6878 7.7725 -1.8958
H -5.4638 6.0833 -2.4595
H -4.4669 7.3931 -3.1309
C -1.1496 -2.2949 3.5040
C -0.2726 -3.4803 3.8070
C 0.0546 -3.7500 5.2513
O 0.1601 -4.2007 2.9089
H -1.3014 -2.2231 2.4217
H -2.1224 -2.4196 3.9861
H -0.6674 -1.3777 3.8511
H -0.8646 -3.9396 5.8114
H 0.5904 -2.8976 5.6764
H 0.6952 -4.6358 5.3190
```

Summary:
- ΔE to the lowest compared entry with this formula, charge and spin: 392.51 kcal per mole
- Orbital gap: 5.869 eV
- HOMO: -0.273 Ha
- DFT total energy: -2802.66345 a.u.
- Structure (SMILES): CCc1c(N)c(P(CC)CC)c2c(c1CCCS(=O)(=O)O)C(=O)C(N)=C(COC(F)(F)F)C2=O.CC(C)=O.CC(C)=O

# 3
Below is 3 unconnected molecules or ions with the total composition C27H40FNO8S, with properties calculated with the ωB97M-V functional and the def2-TZVPD basis.

```
78
C27H40FNO8S | OMol25 | the ωB97M-V functional and the def2-TZVPD basis
C -5.2631 -2.9744 4.6883
C -6.4131 -1.9889 5.3201
C -7.1373 -0.9872 4.2434
F -8.2172 -1.7678 3.5514
C -6.1436 -0.3533 3.1036
C -6.6863 -0.1354 1.5374
C -5.7193 0.4684 0.3222
N -6.2392 0.6323 -1.1193
C -6.5376 1.9845 -1.3115
S -6.4997 3.6914 -1.5386
C -4.1622 0.8731 0.6352
C -3.6349 0.6755 2.1882
C -4.5897 0.0922 3.3862
C -2.0662 1.0397 2.6018
O -1.7282 1.3453 3.8590
C -0.9762 0.9359 1.3366
C -1.4632 1.1014 -0.0900
C -0.4020 0.9520 -1.3455
C -3.0619 1.4362 -0.4494
O -3.3250 2.1555 -1.5438
H -5.2822 -3.0249 3.5058
H -4.2138 -2.4732 4.9586
H -5.2576 -4.0658 5.1181
H -5.9779 -1.4353 6.2807
H -7.2657 -2.7046 5.7445
H -7.6830 -0.0925 4.7982
H -7.8138 -0.4587 1.3463
H -4.1513 -0.0449 4.4629
H 0.1601 0.7137 1.5057
H -0.7302 0.0116 -1.9687
H 0.6749 0.8038 -0.9060
H -0.5355 1.9072 -2.0102
C 5.9729 3.9559 -1.1205
O 5.1294 4.3427 -0.0473
C 3.8075 4.6833 -0.4658
C 2.7627 4.1155 0.5041
O 2.6085 2.6941 0.4548
C 3.7019 1.9048 0.9387
C 3.9563 2.0191 2.4509
O 4.5100 3.2876 2.7792
C 3.9941 3.8360 3.9809
H 6.3241 4.8410 -1.6579
H 6.8353 3.4308 -0.6988
H 5.4658 3.2693 -1.8042
H 3.5989 4.3180 -1.4792
H 3.7404 5.7747 -0.4700
H 1.7884 4.5255 0.2137
H 2.9341 4.4527 1.5259
H 4.6085 2.1051 0.3684
H 3.4299 0.8701 0.7222
H 4.6828 1.2572 2.7520
H 3.0124 1.8382 2.9893
H 2.9097 3.7120 4.0472
H 4.2112 4.9070 3.9875
H 4.4822 3.3706 4.8427
C 2.8190 -5.2265 -1.7005
O 2.0444 -4.8565 -2.8301
C 0.7500 -4.3618 -2.4865
C 0.3844 -3.1426 -3.3437
O 1.1199 -1.9538 -3.0402
C 2.5146 -1.9509 -3.3686
C 2.8193 -1.9873 -4.8753
O 2.5229 -3.2659 -5.4237
C 1.9227 -3.2055 -6.7071
H 2.4963 -6.2030 -1.3293
H 3.8644 -5.2942 -2.0163
H 2.7581 -4.4764 -0.9069
H 0.6909 -4.0903 -1.4250
H 0.0345 -5.1659 -2.6791
H -0.6640 -2.8986 -3.1369
H 0.4323 -3.3682 -4.4086
H 3.0404 -2.7448 -2.8390
H 2.9035 -1.0118 -2.9709
H 3.8877 -1.8044 -5.0307
H 2.2487 -1.1897 -5.3772
H 1.1527 -2.4306 -6.7556
H 1.4443 -4.1679 -6.9052
H 2.6881 -3.0274 -7.4686
```

Summary:
- ΔE to the lowest compared entry with this formula, charge and spin: 306.35 kcal per mole
- Orbital gap: 7.342 eV
- HOMO: -0.332 Ha
- DFT total energy: -2206.83278 a.u.

# 4
Below is a molecular structure, C27H40I2N5O4P2Tc, with properties calculated with the ωB97M-V functional and the def2-TZVPD basis.

```
81
C27H40I2N5O4P2Tc | OMol25 | the ωB97M-V functional and the def2-TZVPD basis
Tc -0.0902 0.7773 1.5230
I 3.0523 1.0175 4.5777
C 1.6237 2.5533 4.9830
I 0.3041 2.9895 3.3297
H 2.1448 3.4850 5.1896
H 0.9950 2.2591 5.8184
C -1.7728 3.8539 0.4231
P -0.7843 2.4454 -0.1825
C 0.3849 3.3034 -1.2998
C -2.0632 1.5297 -1.1151
C -2.2949 1.7332 -2.4677
C -3.2923 1.0246 -3.1188
C -4.0937 0.1485 -2.4085
C -3.9096 -0.0161 -1.0419
C -2.8783 0.6457 -0.3876
P -2.5362 0.4284 1.4069
C -3.8529 1.3683 2.2518
C -3.0634 -1.2655 1.8826
H -1.9086 4.5531 -0.4046
H -1.2549 4.3725 1.2310
H -2.7540 3.5398 0.7657
H 0.0760 3.1899 -2.3396
H 1.4150 2.9630 -1.2061
H 0.3687 4.3664 -1.0565
H -1.7082 2.4491 -3.0248
H -3.4426 1.1674 -4.1781
H -4.8671 -0.4020 -2.9206
H -4.5836 -0.6670 -0.5046
H -4.8099 1.1104 1.7891
H -3.7197 2.4455 2.2089
H -3.8812 1.0683 3.2989
H -3.9758 -1.5411 1.3543
H -3.2841 -1.2711 2.9507
H -2.2976 -2.0174 1.7093
C 1.1497 -3.3091 -3.2223
C -0.0607 -2.3784 -3.1291
N -0.4337 -2.1089 -1.7466
C -1.2563 -3.1133 -1.0672
C -2.2106 -3.8920 -1.9639
C 0.0314 -1.0523 -1.0919
C 0.8329 -0.0286 -1.8271
N -0.1793 -0.8568 0.2049
H 1.3834 -3.4764 -4.2700
H 0.9442 -4.2767 -2.7730
H 2.0215 -2.8778 -2.7366
H -0.9062 -2.8456 -3.6301
H 0.1482 -1.4469 -3.6498
H -1.8772 -2.5882 -0.3364
H -0.5948 -3.8173 -0.5464
H -2.8600 -3.2176 -2.5165
H -2.8408 -4.5076 -1.3264
H -1.6984 -4.5582 -2.6500
H 0.2488 0.4422 -2.6162
H 1.7133 -0.4865 -2.2757
H 1.1708 0.7304 -1.1290
H -0.5044 -1.7008 0.6683
N 0.6876 -1.5062 3.4224
C 0.4861 -2.0438 4.6231
C -0.5163 -1.3119 5.2484
C -0.8625 -0.3291 4.3347
N -0.1173 -0.4577 3.2281
H 1.4302 -1.6972 2.7220
H 1.0422 -2.8912 4.9667
H -0.9221 -1.4739 6.2234
H -1.6060 0.4413 4.4294
O 2.3915 -1.3732 1.3719
C 2.6599 -0.2323 1.0020
O 1.9329 0.7795 1.3369
C 3.7503 0.0266 0.0256
C 4.5085 -1.0312 -0.4798
C 5.3892 -0.8175 -1.5269
C 5.5069 0.4419 -2.0991
C 4.7510 1.4837 -1.5794
C 3.8960 1.3022 -0.5073
N 4.7641 2.7999 -2.2251
O 5.7086 3.0704 -2.9037
O 3.7695 3.4627 -2.0265
H 4.3918 -2.0131 -0.0482
H 5.9774 -1.6334 -1.9155
H 6.1638 0.6201 -2.9384
H 3.3516 2.1402 -0.0943
```

Summary:
- ΔE to the lowest compared entry with this formula, charge and spin: 14.90 kcal per mole
- Orbital gap (alpha / beta): 7.079 / 5.798 eV
- HOMO (alpha / beta): -0.619 / -0.619 Ha
- Total charge: +3
- DFT total energy: -2985.52521 a.u.
- Multiplicity: 4
- Expectation value of S²: 3.7837

# 5
Below is C27H40N4O5 in the gas phase, with properties calculated with the ωB97M-V functional and the def2-TZVPD basis.

```
76
C27H40N4O5 | OMol25 | the ωB97M-V functional and the def2-TZVPD basis
C 0.1303 -3.6888 0.3533
C -1.2801 -3.2129 0.2114
C -2.2424 -3.5028 1.1691
C -3.5518 -3.0826 1.0136
C -3.9338 -2.3652 -0.1099
C -5.3498 -1.8791 -0.2790
N -5.4498 -0.4789 0.0938
C -5.4666 0.5046 -0.8201
O -5.5822 0.3400 -2.0171
C -5.2709 1.9001 -0.1871
C -5.7309 3.0046 -1.1222
N -3.8483 2.0402 0.0959
C -3.2835 1.5164 1.1980
O -3.9453 0.9684 2.0648
C -1.7708 1.6458 1.3408
C -1.0300 2.2699 0.1600
C 0.4775 2.2797 0.4492
N 0.9499 0.9387 0.6872
C 1.7168 0.1795 -0.1246
O 1.9257 -0.9966 0.1058
C 2.3179 0.8408 -1.3720
C 1.3589 0.7246 -2.5705
C 2.2677 0.3370 -3.7391
C 3.3160 -0.5436 -3.0680
N 3.4931 0.1072 -1.7884
C 4.5389 -0.1422 -0.9685
O 5.4725 -0.8463 -1.2714
O 4.3985 0.5630 0.1742
C 5.2574 0.2868 1.3028
C 5.1769 -1.1946 1.6695
C 6.6950 0.7051 0.9965
C 4.6706 1.1451 2.4258
C 0.3050 0.3192 1.8313
C -1.2023 0.2456 1.6097
C -2.9704 -2.0510 -1.0623
C -1.6638 -2.4708 -0.9025
H 0.8295 -2.8601 0.2551
H 0.2849 -4.1683 1.3165
H 0.3624 -4.4086 -0.4313
H -1.9659 -4.0700 2.0464
H -4.2860 -3.3241 1.7690
H -5.6610 -1.9495 -1.3242
H -6.0339 -2.4586 0.3467
H -5.2006 -0.2419 1.0484
H -5.7974 1.9437 0.7717
H -5.2849 2.8641 -2.1044
H -6.8102 2.9606 -1.2352
H -5.4548 3.9800 -0.7290
H -3.2825 2.3801 -0.6635
H -1.6019 2.2607 2.2338
H -1.2018 1.6784 -0.7432
H -1.3572 3.2976 -0.0113
H 0.6687 2.8755 1.3503
H 1.0079 2.7398 -0.3815
H 2.6119 1.8749 -1.1621
H 0.6399 -0.0748 -2.3820
H 0.8133 1.6493 -2.7530
H 2.7407 1.2265 -4.1568
H 1.7302 -0.1811 -4.5300
H 2.9467 -1.5668 -2.9289
H 4.2690 -0.5838 -3.5959
H 4.1338 -1.4972 1.7365
H 5.6619 -1.7962 0.9060
H 5.6651 -1.3676 2.6246
H 7.3211 0.5317 1.8674
H 6.7320 1.7612 0.7370
H 7.0769 0.1241 0.1618
H 4.6673 2.1918 2.1318
H 5.2621 1.0314 3.3293
H 3.6476 0.8370 2.6264
H 0.5294 0.9146 2.7232
H 0.7226 -0.6808 1.9506
H -1.4103 -0.4019 0.7549
H -1.6904 -0.1855 2.4833
H -3.2581 -1.4811 -1.9347
H -0.9236 -2.2320 -1.6538
```

Summary:
- Orbital gap: 9.165 eV
- HOMO: -0.323 Ha
- DFT total energy: -1648.20524 a.u.
- Structure (SMILES): Cc1ccc(CNC(=O)[C@H](C)NC(=O)C2CCN(C(=O)[C@@H]3CCCN3C(=O)OC(C)(C)C)CC2)cc1

# 6
Below is a molecular structure, C27H41As3ClGaN2O5S2, with properties calculated with the ωB97M-V functional and the def2-TZVPD basis.

```
82
C27H41As3ClGaN2O5S2 | OMol25 | the ωB97M-V functional and the def2-TZVPD basis
Ga 0.0372 -0.0115 0.7170
C 4.0900 1.8443 0.6147
C 2.5625 1.7146 0.4715
N 2.0012 0.7016 1.0803
N 2.7147 -0.1329 1.9087
C 2.0132 -0.7758 2.7656
S 0.2552 -0.7234 2.9140
S 2.7475 -2.0182 3.8490
C 4.4907 -1.5562 4.0124
C 4.5907 -0.3663 4.9020
C 4.2872 -0.4371 6.2633
C 4.1816 0.7058 7.0610
C 4.5516 1.9196 6.5328
C 4.9190 2.0531 5.2083
C 4.9993 0.9138 4.4217
C 1.7626 2.6909 -0.2426
C 2.4101 3.5905 -1.0561
C 1.7903 4.6031 -1.7795
C 0.3928 4.6490 -1.6944
C -0.3296 3.7647 -0.9763
C 0.3178 2.7754 -0.1911
O -0.4731 1.8816 0.4457
H 4.3594 0.9909 1.3021
H 4.6246 1.8539 -0.3401
H 4.3417 2.7852 1.1186
H 4.9119 -2.4508 4.4057
H 4.9238 -1.4662 2.9846
H 3.9495 -1.4218 6.6764
H 3.8622 0.6511 8.1027
H 4.5299 2.8187 7.0626
H 5.2156 3.0349 4.7938
H 5.1856 0.9931 3.3437
H 3.5003 3.6090 -1.0466
H 2.3818 5.2767 -2.3782
H -0.1484 5.4101 -2.2589
H -1.4470 3.7224 -1.0365
C 1.0205 0.9850 -3.3471
As -0.1521 0.0105 -2.0654
C 0.1512 -1.7206 -2.9077
C -1.8496 0.6148 -2.8346
C -3.1624 -0.0143 -2.3684
C -4.3173 0.5928 -3.2427
C -3.4692 0.4576 -0.9089
As -2.5151 -0.3142 0.6350
C -3.5073 -2.0182 1.0007
C -3.1566 0.8714 1.9906
C -3.2036 -1.5441 -2.3794
As -3.3526 -2.4992 -4.1073
C -5.2135 -2.9919 -3.8872
C -2.5625 -4.0977 -3.3519
H 0.8898 0.4836 -4.3029
H 2.0295 0.8427 -2.9880
H 0.7005 2.0253 -3.4977
H -0.3479 -1.7987 -3.8456
H -0.2667 -2.5668 -2.3229
H 1.2008 -1.8709 -3.0297
H -1.6737 0.3652 -3.9058
H -1.8514 1.7089 -2.6289
H -4.2367 1.6905 -3.2627
H -5.3686 0.3788 -2.9830
H -4.1258 0.2732 -4.2819
H -4.5399 0.2664 -0.7121
H -3.2883 1.5483 -0.8648
H -4.5102 -1.7639 1.2007
H -3.0314 -2.4809 1.8556
H -3.4285 -2.6228 0.1160
H -4.1471 1.2572 1.8706
H -2.4928 1.7222 2.0215
H -3.0499 0.3601 2.9413
H -4.1045 -1.8629 -1.8218
H -2.2965 -1.9628 -1.9226
H -5.9639 -2.2483 -4.0946
H -5.4099 -3.2755 -2.8461
H -5.4116 -3.8293 -4.5494
H -1.5192 -3.9812 -3.1035
H -2.7708 -4.9751 -4.0286
H -3.1631 -4.3538 -2.4284
O -0.7607 -3.1192 -0.1523
Cl 0.5762 -3.1050 0.2548
O 1.3873 -3.8665 -0.5539
O 0.6786 -3.4720 1.5978
O 1.0829 -1.6924 0.0855
```

Summary:
- ΔE to the lowest compared entry with this formula, charge and spin: 0.00 kcal per mole
- Orbital gap: 7.901 eV
- HOMO: -0.294 Ha
- DFT total energy: -11427.55146 a.u.

Number 1: strongest force on any atom 2.61 eV/Å. Number 2: strongest force on any atom 8.11 eV/Å. Number 3: strongest force on any atom 8.12 eV/Å. Number 4: strongest force on any atom 2.39 eV/Å. Number 5: strongest force on any atom 0.69 eV/Å. Number 6: strongest force on any atom 3.29 eV/Å.